# 1
# C6H9N4S

A cluster of 2 separate species, C6H9N4S in total in a non-equilibrium geometry (ωB97M-V/def2-TZVPD, OMol25).

net charge: +1
<S²>: 2.063
E: -850.79925 Ha
gap between HOMO and LUMO (alpha / beta): 7.4 / 6.7 eV
spin multiplicity: 3
ΔE to the lowest compared entry with this formula, charge and spin: 208.9 kJ/mol

```
20
Properties=species:S:1:pos:R:3:forces:R:3:lowdin_charge:R:1
C 1.396 -1.668 -0.876 -3.39 0.27 1.44 -0.022
C 3.424 -0.884 -0.205 -0.86 0.65 -0.35 -0.140
C 0.651 -0.506 -0.283 3.06 -0.17 -0.61 -0.333
C 1.662 0.373 0.313 -0.92 0.51 0.17 -0.409
C -0.362 1.977 1.114 -1.79 -0.83 -0.70 -0.426
C -1.274 3.026 1.406 -2.95 0.91 0.74 -0.156
N 2.651 -1.778 -0.773 1.38 -2.54 -1.16 0.114
N 2.936 0.205 0.322 -0.30 1.54 1.20 0.083
N -0.551 -0.181 -0.342 -3.08 0.71 0.66 0.187
N -2.458 -1.932 -0.999 -0.52 -2.82 2.37 0.021
S 1.175 1.947 1.098 2.64 -0.30 -0.12 1.183
H 0.699 -2.500 -1.132 1.07 0.37 -0.49 0.135
H 4.463 -0.929 -0.175 1.65 -0.79 -0.22 0.116
H -0.916 3.699 2.212 -0.35 -0.52 -0.04 0.103
H -2.408 2.703 1.565 2.55 0.56 -0.18 0.143
H -1.284 3.711 0.545 -0.06 -0.28 -0.17 0.107
H -1.471 -0.784 -0.615 2.16 -0.03 -0.07 0.058
H -3.082 -2.115 -0.144 1.04 0.47 -1.72 0.107
H -2.255 -2.909 -1.365 -0.17 1.78 0.43 0.098
H -2.996 -1.456 -1.667 -1.17 0.51 -1.20 0.030
```
Positions in Å, forces in eV/Å.

=====

# 2
# C6H9N6O

A structure of composition C6H9N6O in a non-equilibrium geometry (ωB97M-V/def2-TZVPD, OMol25).

net charge: -1
E: -637.65718 Ha
gap between HOMO and LUMO (alpha / beta): 8.5 / 8.5 eV

```
22
Properties=species:S:1:pos:R:3:forces:R:3:lowdin_charge:R:1
C 1.940 -0.632 0.592 -3.43 3.88 -0.28 -0.240
C 1.086 2.339 1.240 1.72 -1.66 -0.07 -0.398
C -1.604 -1.042 -0.234 1.87 1.20 0.36 -0.184
C -1.653 -0.250 -1.501 -1.77 0.45 -2.79 -0.224
C -1.419 0.035 0.827 0.98 0.21 -2.42 -0.130
C -0.465 0.662 -1.309 -0.69 -1.29 -2.20 -0.240
N 1.849 -1.420 1.623 0.73 0.93 -0.06 -0.027
N 2.451 -1.052 -0.551 -0.23 1.47 0.86 -0.036
N 2.625 -2.402 1.173 0.34 -1.33 -1.17 -0.130
N 2.950 -2.182 -0.119 0.70 -2.03 1.01 -0.144
N -0.557 0.978 0.068 0.83 1.73 1.09 -0.178
N 0.669 1.199 0.641 2.41 -2.90 0.28 0.043
O 2.144 2.491 1.855 -0.93 -0.10 -0.41 -0.057
H 0.447 3.153 1.022 -1.26 1.20 -0.08 0.098
H -2.490 -1.568 -0.161 -1.29 -1.97 0.61 0.081
H -0.590 -1.512 -0.183 -1.23 -0.83 -0.29 0.126
H -1.597 -0.908 -2.487 -0.10 1.37 2.01 0.144
H -2.605 0.379 -1.548 0.80 -0.94 -0.01 0.119
H -2.293 0.507 1.197 -0.90 0.45 0.39 0.097
H -0.751 -0.287 1.553 0.55 -0.84 2.01 0.075
H 0.279 -0.016 -1.753 1.21 0.36 1.35 0.102
H -0.414 1.529 -1.944 -0.31 0.64 -0.17 0.104
```
Positions in Å, forces in eV/Å.

=====

# 3
# C6H9N7

An isolated molecule of C6H9N7 in a non-equilibrium geometry (ωB97M-V/def2-TZVPD, OMol25).

E: -617.14383 Ha
gap between HOMO and LUMO (alpha / beta): 6.6 / 7.6 eV
ΔE to the lowest compared entry with this formula, charge and spin: 532.6 kJ/mol

```
22
Properties=species:S:1:pos:R:3:forces:R:3:lowdin_charge:R:1
C -0.233 0.008 3.194 -0.18 -0.03 -0.37 -0.145
C 0.546 -1.267 1.617 -0.35 1.02 0.97 -0.330
C 0.953 -3.069 -0.031 -0.11 -0.17 0.63 -0.162
C -0.685 0.623 -0.295 0.15 -0.95 -0.53 -0.199
C 1.385 -0.947 -0.674 -0.64 0.29 1.00 -0.150
C -0.717 1.603 -1.402 -0.03 0.10 0.26 -0.089
N -0.066 -1.179 3.670 -0.40 0.63 0.99 0.002
N 0.396 -1.986 2.707 0.61 -0.63 -1.24 0.060
N 1.240 -2.952 -1.439 -0.26 -1.18 -0.20 0.004
N 1.475 -1.743 -1.735 0.44 0.81 -0.83 -0.001
N 0.139 0.049 1.858 0.31 -1.27 0.43 -0.001
N -0.223 0.990 0.930 0.11 1.24 0.25 0.017
N 1.063 -1.695 0.457 0.50 -0.22 -1.28 0.002
H -0.595 0.849 3.742 -0.13 0.36 0.05 0.110
H -0.054 -3.467 0.143 0.04 0.00 -0.01 0.127
H 1.673 -3.743 0.451 -0.08 0.06 -0.03 0.127
H -1.268 -0.282 -0.316 -0.15 -0.07 0.01 0.118
H 1.827 0.027 -0.635 0.03 0.25 0.02 0.113
H -1.234 2.520 -1.103 -0.10 0.12 -0.08 0.078
H -1.238 1.170 -2.250 -0.01 0.04 -0.06 0.081
H 0.284 1.890 -1.726 0.13 0.02 -0.06 0.074
H 0.211 1.904 1.028 0.13 -0.45 0.07 0.162
```
Positions in Å, forces in eV/Å.

=====

# 4
# C6H9NO

A cluster of 2 separate species, C6H9NO in total in a non-equilibrium geometry (ωB97M-V/def2-TZVPD, OMol25).

E: -363.75585 Ha
gap between HOMO and LUMO (alpha / beta): 7.2 / 8.3 eV
ΔE to the lowest compared entry with this formula, charge and spin: 704.7 kJ/mol

```
17
Properties=species:S:1:pos:R:3:forces:R:3:lowdin_charge:R:1
C -0.239 -0.210 -2.628 -5.16 -1.69 2.25 0.033
C -1.352 -0.635 -2.231 4.65 1.86 -2.41 0.004
C -2.236 1.035 1.021 -0.68 2.39 0.33 -0.081
C 2.187 -0.082 0.879 -2.10 1.94 -2.50 -0.033
C 0.721 -0.149 0.418 1.25 1.40 0.32 -0.167
C -1.329 -1.127 0.464 -1.21 -3.61 -0.51 -0.302
N -2.195 -0.197 0.629 -0.12 1.27 0.72 -0.044
O 0.017 -1.235 0.574 -0.97 -0.70 0.39 0.005
H 0.612 0.392 -2.645 1.08 0.25 -0.31 0.003
H -3.281 1.410 1.276 1.48 -0.37 -0.34 0.066
H -1.428 1.851 1.090 -0.79 -1.59 -0.18 0.071
H 2.322 0.346 1.824 -0.19 0.79 1.72 0.047
H 2.650 -1.008 0.923 0.81 -1.89 -0.38 0.050
H 2.694 0.627 0.180 -0.09 -0.80 0.39 0.090
H -2.368 -0.904 -2.262 -0.53 -0.40 0.29 0.025
H 0.094 0.645 0.017 0.90 0.38 0.19 0.087
H -1.871 -2.111 0.328 1.68 0.77 0.04 0.143
```
Positions in Å, forces in eV/Å.

=====

# 5
# C6H9NO

A structure of composition C6H9NO in a non-equilibrium geometry (ωB97M-V/def2-TZVPD, OMol25).

E: -363.86776 Ha
gap between HOMO and LUMO: 9.9 eV
ΔE to the lowest compared entry with this formula, charge and spin: 410.8 kJ/mol

```
17
Properties=species:S:1:pos:R:3:forces:R:3:lowdin_charge:R:1
C -0.393 0.550 1.566 -6.97 3.36 2.56 -0.232
C -0.980 -0.488 -0.589 0.87 -1.46 4.32 -0.204
C 1.120 -0.021 -0.901 4.05 -1.30 -0.90 -0.355
C -0.094 -0.027 -1.672 -1.14 0.37 -4.26 -0.155
C 0.530 -0.936 0.123 -1.84 -1.37 -1.18 -0.062
C 0.839 0.160 1.109 3.73 -0.68 0.70 -0.320
H -0.754 -0.119 2.316 0.11 -0.91 0.85 0.110
H -0.617 1.557 2.100 1.17 -1.22 -1.09 0.161
H -1.699 1.418 0.036 1.01 -2.86 1.65 0.161
H -1.710 -1.324 -0.847 0.84 1.24 0.57 0.143
H 2.155 -0.257 -1.375 -1.73 0.47 0.40 0.176
H 0.014 -0.971 -2.354 -0.32 2.01 0.51 0.165
H -0.372 0.928 -2.182 0.13 -0.84 -0.25 0.132
H 0.590 -2.000 0.110 0.77 -0.62 0.66 0.128
H 1.567 0.090 2.015 -0.64 -0.24 -1.86 0.190
N -1.435 0.430 0.509 -1.08 2.67 -3.16 -0.029
O 1.238 1.011 0.036 1.04 1.38 0.47 -0.008
```
Positions in Å, forces in eV/Å.

=====

# 6
# C6H9NO

An isolated molecule of C6H9NO in a non-equilibrium geometry (ωB97M-V/def2-TZVPD, OMol25).

E: -363.96588 Ha
gap between HOMO and LUMO: 10.1 eV
ΔE to the lowest compared entry with this formula, charge and spin: 153.2 kJ/mol

```
17
Properties=species:S:1:pos:R:3:forces:R:3:lowdin_charge:R:1
C -0.027 1.423 0.729 -0.08 -0.07 -0.25 -0.200
C -2.714 -1.090 -0.152 0.10 -0.20 -0.57 -0.011
C 3.336 -0.452 -0.599 0.07 -0.51 -0.23 -0.114
N -0.992 0.338 0.754 -0.83 0.21 -0.91 0.033
C -1.870 0.157 -0.325 -0.87 0.64 2.32 -0.511
C 1.213 0.867 0.213 0.65 -0.81 -0.25 -0.019
C 2.062 0.119 -0.208 0.05 1.29 0.53 -0.085
O -2.154 1.048 -1.096 0.69 -0.33 -0.38 0.060
H -0.776 -0.453 1.342 0.03 0.01 -0.24 0.134
H 0.112 1.855 1.727 -0.12 -0.05 -0.23 0.122
H -0.398 2.185 0.036 -0.12 -0.05 0.30 0.120
H -3.509 -1.093 -0.894 0.11 -0.01 -0.10 0.080
H -3.184 -1.107 0.830 0.15 0.10 0.11 0.081
H -2.107 -1.986 -0.264 -0.01 -0.15 0.01 0.078
H 3.972 0.318 -1.034 0.00 -0.06 -0.04 0.081
H 3.846 -0.876 0.266 0.03 0.00 -0.01 0.077
H 3.191 -1.251 -1.325 0.15 0.00 -0.07 0.073
```
Positions in Å, forces in eV/Å.

=====

> Number 1 is which compound?

C6H9N4S

=====

> What is the formula in the first record?

C6H9N4S

=====

> Which of these has the lowest E?

C6H9N4S